1.
{
  "formula": "C39H52BrMnN4O3S2Si4",
  "method": "ωB97M-V/def2-TZVPD",
  "elements": ["Mn", "C", "C", "N", "N", "C", "S", "S", "C", "C", "C", "C", "C", "C", "C", "C", "C", "C", "C", "C", "C", "O", "H", "H", "H", "H", "H", "H", "H", "H", "H", "H", "H", "H", "H", "H", "C", "O", "C", "C", "C", "Br", "C", "C", "C", "O", "C", "N", "C", "C", "C", "C", "C", "C", "N", "H", "H", "H", "H", "H", "H", "H", "H", "H", "H", "H", "C", "Si", "C", "C", "Si", "Si", "C", "C", "C", "Si", "C", "C", "C", "H", "H", "H", "H", "H", "H", "H", "H", "H", "H", "H", "H", "H", "H", "H", "H", "H", "H", "H", "H", "H", "H", "H", "H", "H", "H", "H"],
  "positions_angstrom": [[-0.095, 0.865, -0.541], [0.814, 4.710, 1.582], [0.165, 3.426, 1.142], [0.626, 2.758, 0.137], [1.716, 3.311, -0.536], [1.985, 2.733, -1.653], [1.196, 1.361, -2.408], [3.297, 3.343, -2.650], [4.163, 4.475, -1.522], [5.132, 3.764, -0.617], [6.316, 3.242, -1.134], [7.216, 2.583, -0.314], [6.946, 2.438, 1.041], [5.770, 2.953, 1.564], [4.866, 3.607, 0.737], [-1.046, 2.973, 1.844], [-1.787, 3.934, 2.557], [-2.945, 3.628, 3.232], [-3.383, 2.302, 3.250], [-2.680, 1.333, 2.577], [-1.526, 1.637, 1.826], [-0.969, 0.652, 1.154], [1.857, 4.718, 1.290], [0.723, 4.838, 2.658], [0.334, 5.562, 1.092], [3.421, 5.039, -0.963], [4.690, 5.160, -2.188], [6.529, 3.349, -2.192], [8.132, 2.184, -0.731], [7.651, 1.927, 1.685], [5.551, 2.845, 2.619], [3.943, 3.997, 1.145], [-1.447, 4.962, 2.561], [-3.499, 4.401, 3.747], [-4.286, 2.034, 3.785], [-3.013, 0.302, 2.568], [-1.771, 3.735, -1.551], [-1.917, 2.339, -1.303], [-3.129, 1.898, -0.861], [-4.127, 2.703, -0.350], [-5.286, 2.099, 0.124], [-6.630, 3.194, 0.882], [-5.475, 0.738, 0.063], [-4.470, -0.069, -0.477], [-3.288, 0.513, -0.901], [-2.208, -0.198, -1.378], [-4.685, -1.521, -0.579], [-5.356, -2.240, 0.273], [-5.285, -3.536, -0.216], [-5.807, -4.717, 0.311], [-5.570, -5.889, -0.378], [-4.829, -5.902, -1.571], [-4.305, -4.743, -2.109], [-4.548, -3.567, -1.407], [-4.175, -2.257, -1.623], [-1.813, 4.302, -0.619], [-2.553, 4.073, -2.232], [-0.795, 3.855, -2.013], [-4.003, 3.773, -0.279], [-6.383, 0.274, 0.422], [-2.146, -1.042, -0.901], [-6.376, -4.701, 1.231], [-5.960, -6.823, 0.006], [-4.664, -6.843, -2.080], [-3.732, -4.753, -3.028], [-3.663, -1.890, -2.408], [-1.915, -2.612, 1.037], [-0.069, -2.525, 1.390], [0.553, -4.296, 1.545], [0.196, -1.716, 3.062], [1.049, -1.389, -0.336], [1.074, -2.614, -2.338], [2.369, -1.982, -3.537], [-0.636, -2.526, -3.126], [1.428, -4.433, -2.017], [3.163, -0.778, 0.484], [4.343, -0.119, -0.811], [2.938, 0.556, 1.787], [3.941, -2.291, 1.289], [-2.426, -3.230, 1.780], [-2.123, -3.073, 0.063], [-2.360, -1.615, 1.084], [0.115, -4.740, 2.445], [1.639, -4.340, 1.647], [0.272, -4.919, 0.695], [-0.462, -2.196, 3.794], [-0.030, -0.650, 3.043], [1.225, -1.854, 3.404], [2.302, -0.906, -3.693], [2.255, -2.484, -4.502], [3.370, -2.208, -3.162], [-0.930, -1.500, -3.358], [-1.375, -2.951, -2.437], [-0.665, -3.113, -4.048], [2.302, -4.576, -1.379], [1.617, -4.941, -2.967], [0.579, -4.926, -1.538], [3.996, 0.827, -1.232], [4.496, -0.813, -1.639], [5.312, 0.071, -0.338], [2.521, 1.467, 1.348], [3.912, 0.810, 2.213], [2.277, 0.238, 2.595], [4.060, -3.103, 0.567], [3.339, -2.664, 2.120], [4.933, -2.040, 1.678]],
  "mulliken_spin": [4.24, 0.00, 0.10, -0.20, 0.02, 0.05, -0.05, 0.00, 0.00, 0.00, 0.00, 0.00, 0.00, 0.00, 0.00, 0.00, 0.00, 0.01, 0.00, 0.00, 0.01, 0.04, 0.00, 0.00, 0.00, 0.00, 0.00, 0.00, 0.00, 0.00, 0.00, 0.00, 0.00, 0.00, 0.00, 0.00, 0.00, 0.03, -0.02, 0.00, 0.00, 0.00, 0.00, 0.00, 0.01, 0.11, 0.01, 0.00, 0.00, 0.00, 0.00, 0.00, 0.00, 0.00, 0.00, 0.00, 0.00, 0.00, 0.00, 0.00, -0.01, 0.00, 0.00, 0.00, 0.00, 0.00, -0.01, -0.05, -0.03, 0.01, -0.23, 0.00, 0.00, 0.01, -0.02, -0.06, 0.00, 0.01, -0.02, 0.00, -0.01, 0.02, 0.00, 0.01, 0.00, 0.00, 0.00, 0.00, 0.00, 0.00, 0.00, 0.00, 0.00, 0.00, 0.00, 0.00, 0.00, 0.00, 0.00, 0.00, 0.01, 0.00, 0.00, 0.00, 0.00, 0.00],
  "orbital_gap_ev": [6.942, 7.536],
  "e_homo_ev": [-7.85, -7.65],
  "multiplicity": 5
}

=====

2.
{
  "formula": "C39H53Cl33F3N4O6S",
  "method": "ωB97M-V/def2-TZVPD",
  "elements": ["O", "C", "O", "C", "C", "C", "C", "C", "O", "C", "C", "C", "N", "C", "C", "C", "C", "C", "C", "C", "O", "N", "C", "C", "C", "C", "C", "C", "C", "S", "C", "N", "N", "C", "O", "C", "C", "O", "C", "F", "F", "F", "H", "H", "H", "H", "H", "H", "H", "H", "H", "H", "H", "H", "H", "H", "H", "H", "H", "H", "H", "H", "H", "H", "H", "H", "H", "H", "H", "H", "H", "H", "H", "H", "H", "H", "H", "H", "H", "H", "H", "H", "H", "H", "C", "Cl", "Cl", "Cl", "H", "C", "Cl", "Cl", "Cl", "H", "C", "Cl", "Cl", "Cl", "H", "C", "Cl", "Cl", "Cl", "H", "C", "Cl", "Cl", "Cl", "H", "C", "Cl", "Cl", "Cl", "H", "C", "Cl", "Cl", "Cl", "H", "C", "Cl", "Cl", "Cl", "H", "C", "Cl", "Cl", "Cl", "H", "C", "Cl", "Cl", "Cl", "H", "C", "Cl", "Cl", "Cl", "H"],
  "positions_angstrom": [[-3.206, -0.129, 2.164], [-2.172, 0.388, 1.692], [-1.590, 1.425, 2.108], [-1.536, -0.282, 0.414], [-1.657, 0.806, -0.668], [-3.015, 1.542, -0.721], [-3.001, 2.997, -0.253], [-2.012, 3.891, -0.987], [-2.062, 3.697, -2.404], [-2.308, -1.599, 0.091], [-3.480, -1.579, -0.907], [-4.867, -1.458, -0.231], [-5.681, -0.374, -0.825], [-6.717, 0.127, 0.094], [-6.970, 1.611, -0.126], [-6.622, 2.274, -1.336], [-6.841, 3.679, -1.472], [-7.408, 4.440, -0.408], [-7.788, 3.766, 0.798], [-7.575, 2.366, 0.939], [-7.936, 1.711, 2.095], [-0.123, -0.633, 0.665], [0.850, -0.513, -0.377], [0.598, -1.409, -1.609], [1.553, -1.106, -2.766], [1.409, 0.313, -3.377], [2.698, 1.141, -3.204], [2.459, 2.565, -2.671], [3.831, 3.168, -2.345], [3.823, 4.933, -1.951], [3.050, 4.969, -0.388], [1.768, 4.828, -0.124], [1.627, 4.972, 1.238], [2.825, 5.187, 1.711], [3.775, 5.189, 0.747], [0.334, -0.816, 2.008], [-0.377, -1.944, 2.784], [-1.232, -1.399, 3.773], [0.646, -2.795, 3.549], [1.531, -2.061, 4.234], [-0.010, -3.577, 4.441], [1.302, -3.664, 2.731], [-1.407, 0.453, -1.671], [-0.896, 1.547, -0.409], [-3.819, 0.992, -0.238], [-3.307, 1.583, -1.776], [-2.886, 3.089, 0.828], [-4.000, 3.386, -0.495], [-2.306, 4.927, -0.784], [-1.008, 3.748, -0.578], [-1.163, 3.775, -2.727], [-2.675, -2.058, 1.011], [-1.569, -2.307, -0.298], [-3.477, -2.555, -1.409], [-3.408, -0.841, -1.706], [-4.743, -1.328, 0.843], [-5.411, -2.406, -0.370], [-6.194, -0.820, -1.578], [-6.340, 0.032, 1.115], [-7.645, -0.455, 0.045], [-6.178, 1.683, -2.125], [-6.555, 4.176, -2.393], [-7.554, 5.510, -0.483], [-8.216, 4.338, 1.618], [-8.503, 2.313, 2.585], [1.826, -0.837, 0.002], [1.036, 0.516, -0.733], [0.828, -2.429, -1.272], [-0.451, -1.429, -1.907], [2.567, -1.310, -2.406], [1.370, -1.852, -3.541], [0.547, 0.808, -2.928], [1.232, 0.177, -4.447], [3.381, 0.671, -2.488], [3.247, 1.192, -4.150], [1.875, 2.490, -1.748], [1.912, 3.180, -3.389], [4.311, 2.556, -1.580], [4.444, 3.084, -3.246], [3.089, 5.356, 2.742], [0.294, 0.069, 2.657], [1.396, -1.086, 1.974], [-0.873, -2.637, 2.104], [-2.129, -1.701, 3.593], [-0.808, -0.950, 7.349], [-2.182, 0.047, 7.819], [0.716, -0.164, 7.766], [-0.893, -2.539, 8.128], [-0.842, -1.095, 6.273], [3.610, -5.683, 3.896], [3.475, -7.410, 4.248], [4.112, -4.791, 5.330], [4.743, -5.408, 2.573], [2.637, -5.318, 3.593], [-0.579, 7.434, 0.255], [0.836, 8.495, 0.318], [-1.901, 8.099, 1.213], [-1.086, 7.169, -1.410], [-0.302, 6.476, 0.674], [-1.295, 10.195, -3.781], [-1.275, 9.214, -5.247], [0.066, 11.320, -3.760], [-2.825, 11.059, -3.624], [-1.194, 9.531, -2.934], [5.740, 1.913, -6.345], [4.036, 1.481, -6.493], [5.930, 3.530, -5.665], [6.606, 0.718, -5.379], [6.170, 1.922, -7.338], [0.243, -3.532, -6.201], [0.436, -5.218, -5.714], [-0.788, -2.666, -5.066], [1.818, -2.742, -6.349], [-0.232, -3.514, -7.173], [6.214, 3.094, 1.304], [6.297, 2.890, 3.054], [7.831, 3.224, 0.606], [5.317, 1.769, 0.560], [5.686, 4.014, 1.097], [0.758, -9.611, -6.007], [2.471, -9.564, -6.421], [0.339, -8.265, -4.947], [-0.246, -9.602, -7.459], [0.566, -10.531, -5.471], [7.456, -6.412, 5.653], [7.325, -8.133, 6.022], [7.948, -5.499, 7.080], [8.575, -6.140, 4.316], [6.480, -6.057, 5.352], [-1.237, -2.814, 12.088], [-2.624, -1.827, 12.548], [0.275, -1.994, 12.477], [-1.309, -4.400, 12.865], [-1.271, -2.963, 11.018], [6.027, -10.277, -3.978], [6.029, -11.381, -5.358], [7.335, -9.101, -4.118], [4.468, -9.471, -3.829], [6.194, -10.860, -3.083]],
  "lowdin_charge": [-0.04, -0.65, -0.03, -0.30, -0.11, -0.18, -0.17, -0.28, -0.07, -0.12, -0.16, -0.22, -0.07, -0.17, -0.12, -0.03, -0.10, -0.09, -0.03, -0.25, 0.04, -0.09, -0.19, -0.19, -0.21, -0.17, -0.22, -0.25, -0.50, 0.97, -0.67, 0.07, 0.06, -0.15, -0.01, -0.11, -0.23, 0.00, -0.56, 0.15, 0.11, 0.11, 0.10, 0.11, 0.09, 0.10, 0.11, 0.10, 0.06, 0.10, 0.07, 0.10, 0.09, 0.10, 0.10, 0.09, 0.11, 0.11, 0.12, 0.12, 0.10, 0.09, 0.08, 0.10, 0.10, 0.12, 0.10, 0.11, 0.09, 0.11, 0.03, 0.10, 0.09, 0.11, 0.03, 0.09, 0.11, 0.01, 0.03, 0.14, 0.13, 0.12, 0.15, 0.10, -1.53, 0.54, 0.52, 0.52, -0.01, -1.54, 0.53, 0.56, 0.54, -0.01, -1.54, 0.51, 0.54, 0.58, -0.02, -1.56, 0.52, 0.51, 0.52, -0.05, -1.54, 0.57, 0.54, 0.53, 0.01, -1.53, 0.50, 0.57, 0.53, 0.01, -1.54, 0.54, 0.53, 0.58, -0.02, -1.54, 0.50, 0.50, 0.52, 0.01, -1.57, 0.51, 0.52, 0.52, -0.07, -1.56, 0.52, 0.52, 0.51, -0.03, -1.55, 0.51, 0.53, 0.51, 0.01],
  "orbital_gap_ev": 6.378,
  "e_homo_ev": -4.97,
  "total_charge": -1
}

=====

We obtain E values of -207939.1144 -491775.9840 eV for the records listed above, in that order.